Record 1
110
Properties=species:S:1:pos:R:3 method="wB97M-V/def2-TZVPD" relative_energy_ev=1.721 lumo_ev="-6.646 / -6.522" total_charge=+2 e_tot_ha=-3965.0023
P 1.487 -1.287 -1.296
C 3.247 1.518 2.818
H -5.184 -3.998 2.192
H -3.629 -0.678 -4.601
C 0.198 -0.771 3.274
H -4.037 -4.572 0.121
H 6.128 1.600 0.250
H 6.537 2.258 2.586
C 4.516 1.913 3.204
C -2.939 5.885 -0.706
O 1.945 2.406 -0.663
O -1.143 -0.358 -3.307
H 5.584 0.508 -3.606
C 4.061 1.174 0.575
C -0.749 1.737 4.031
C 2.624 2.083 -3.168
O -0.216 2.745 -0.530
H 4.695 2.199 4.228
C 2.856 -1.845 1.134
C -0.561 -0.629 4.424
O -1.002 -1.517 0.423
H 2.445 1.513 3.538
C -4.721 -0.883 3.597
H -0.078 -3.831 1.566
C 2.547 -0.211 -2.337
N -1.346 8.693 2.976
H -3.286 -6.694 -0.858
H -1.437 0.337 -3.932
C 1.437 -4.899 -3.125
C 1.081 -3.668 -2.601
H 4.408 -1.298 -2.440
H -1.832 -2.102 -2.569
H -0.938 -7.396 -0.638
C -2.582 -6.069 -0.331
H 3.933 -2.999 -0.882
C -1.260 -6.461 -0.208
C -3.453 -1.162 -3.643
F 1.135 5.943 -1.271
H 2.691 -1.619 2.188
N 1.950 3.291 -3.220
H -0.787 -1.492 5.032
F -4.253 5.804 -0.498
H 2.699 -2.911 0.969
C -0.188 5.912 -1.070
C -0.042 1.589 2.856
C 3.023 1.144 1.500
C 5.323 1.573 0.969
H 0.567 -1.740 2.981
C -1.980 -1.502 -3.475
N -5.163 7.353 1.921
H 0.846 1.058 -2.580
C -2.103 -4.090 0.932
C -2.149 6.716 0.159
H -4.505 -1.172 4.626
H 4.517 -5.188 -1.771
C 0.469 0.340 2.491
F 0.049 7.538 0.571
C -0.352 -5.653 0.458
H 3.887 -1.573 0.894
H -3.728 -4.703 2.926
C 3.550 -4.766 -2.000
H 0.679 -5.962 0.543
H -2.590 0.362 1.949
H -5.708 -1.263 3.351
N 0.933 2.982 -1.139
C 3.963 1.894 -3.510
C -3.009 -4.879 0.233
H -4.734 -3.564 3.849
C -2.387 5.135 -1.699
H 3.856 0.909 -0.449
C -2.745 -0.697 1.945
H -4.034 -2.080 -3.605
H -1.548 0.739 5.743
C 1.959 -2.980 -1.767
C -3.699 -1.399 2.662
C -0.739 6.731 -0.131
N -2.525 -2.860 1.503
H -4.747 0.201 3.550
C 4.556 0.657 -3.309
C 5.551 1.943 2.286
H -1.099 2.711 4.339
N 1.880 -1.081 0.363
H 2.326 4.052 -3.768
C -1.076 3.198 -3.561
C 3.886 -0.383 -2.674
C 2.668 -5.455 -2.818
H 0.147 2.439 2.210
H 0.133 -3.217 -2.848
C -1.933 8.129 2.169
H 4.539 2.709 -3.916
C -2.001 -1.639 1.228
C -0.770 -4.468 1.038
C -1.006 0.622 4.818
C -0.974 5.034 -1.887
F -3.167 4.332 -2.430
H -3.793 -0.500 -2.849
H 2.951 -6.413 -3.229
H -1.631 -2.070 -4.347
C -2.699 7.399 1.234
C -0.393 4.075 -2.708
C 3.211 -3.526 -1.485
Bi -0.583 0.383 -0.760
N -1.498 2.306 -4.154
N -3.554 -2.705 2.385
P 1.419 0.476 0.944
C -4.069 7.362 1.578
H 0.762 -5.424 -3.785
C -4.342 -3.805 2.862
C 0.910 3.517 -2.354
C 1.926 0.979 -2.682

Record 2
9
Properties=species:S:1:pos:R:3 method="wB97M-V/def2-TZVPD" relative_energy_ev=2.559 lumo_ev=-0.538 total_charge=0 e_tot_ha=-1310.1847
O 0.552 -1.282 1.290
H 1.235 1.319 0.337
C 0.326 1.643 -0.144
H 0.424 2.449 -0.807
S -0.339 -1.388 0.189
S 0.541 -0.268 -1.349
H -0.653 1.433 0.357
H 0.106 -2.692 -0.216
S -2.193 -1.213 0.343

Record 3
13
Properties=species:S:1:pos:R:3 method="wB97M-V/def2-TZVPD" relative_energy_ev=5.601 lumo_ev=-0.925 total_charge=0 e_tot_ha=-303.4303
C -0.503 -0.514 -0.786
N 1.064 0.669 0.579
H 2.308 -0.553 -2.035
C 2.031 -0.740 -1.012
C 0.772 -0.240 -0.518
C -1.130 0.675 0.880
N 0.082 0.991 1.293
H 2.734 -0.217 -0.385
C -2.380 0.940 1.178
H 2.268 -1.741 -0.777
H -3.220 0.361 0.875
H -2.819 1.390 2.036
H -1.208 -1.020 -1.328

Record 4
12
Properties=species:S:1:pos:R:3 method="wB97M-V/def2-TZVPD" relative_energy_ev=4.134 lumo_ev=-0.441 total_charge=0 e_tot_ha=-774.7749
C 1.121 -0.545 -0.372
S -3.644 0.141 0.902
C 1.330 0.082 0.929
N -3.064 0.007 -0.439
C 1.988 0.140 -1.176
H -3.482 0.152 -1.375
H 0.619 -1.572 -0.413
H 0.778 -0.200 1.741
H 2.319 0.005 -2.188
O 2.607 1.093 -0.372
O -2.738 -0.376 1.855
N 2.165 1.073 0.908

Record 5
157
Properties=species:S:1:pos:R:3 method="wB97M-V/def2-TZVPD" lumo_ev=0.151 total_charge=0 e_tot_ha=-14481.0153
H -3.821 4.879 -4.248
H -3.404 -6.712 1.963
Cl -1.895 -7.420 0.292
C 2.404 -1.788 3.184
C -3.504 -7.299 1.049
H 1.967 -0.003 -1.397
H 4.689 7.016 -6.387
C 3.712 -1.290 -1.329
Cl 4.933 -7.185 4.296
O -2.817 0.853 -5.029
C -3.150 -5.331 7.084
H 0.757 5.295 -2.065
H -3.331 4.037 -5.852
C -2.342 3.170 -4.041
C 0.201 -5.667 2.688
Cl -3.567 -5.413 4.376
H -0.005 -2.104 -3.307
H 4.780 4.498 -6.167
N 4.764 7.276 -9.948
H -0.455 -6.437 3.099
H 2.272 7.426 -2.381
H -5.658 2.681 -1.961
H 0.892 -0.288 3.588
H -4.479 1.547 -6.263
C -3.499 0.970 -6.302
Cl -1.762 9.742 -5.090
H -5.280 -10.823 6.258
H -8.213 3.209 3.904
H -4.231 -6.886 6.072
Cl -4.224 -4.976 -0.210
H 1.966 -0.645 4.946
H -0.855 5.191 -5.390
Cl 7.472 -6.622 6.506
H 0.283 7.504 -4.317
H 0.669 -8.879 7.490
Cl 2.936 0.886 3.457
Cl -7.281 2.832 1.787
Cl 3.905 -1.332 -3.102
H 0.572 -6.436 8.193
C 1.430 6.984 -6.791
C 1.921 -0.523 3.861
H -7.226 5.414 3.108
H -1.033 11.262 -2.728
H 4.301 6.868 -4.107
H -5.525 -6.765 0.563
H -0.068 7.578 -2.515
H 7.656 2.172 -2.973
H 6.506 3.087 -1.884
H 3.191 -2.205 -1.045
C 3.675 6.618 -6.750
H -6.579 2.546 4.022
H -2.181 3.506 -2.954
H -2.288 -10.095 6.226
C 2.978 5.803 -5.529
Cl -2.999 2.542 -0.812
C 3.168 6.831 -4.327
H 7.689 -8.029 4.624
H -1.342 2.896 -4.515
H 1.844 -2.644 3.556
Cl 1.634 -3.067 7.042
H -3.026 -11.320 5.188
C 2.446 6.440 -2.954
C -4.325 -10.623 6.748
H -1.844 5.606 -2.736
C -2.966 4.415 -4.843
H 0.096 -6.003 6.546
H -4.535 3.181 0.863
H 3.534 -4.399 7.474
C 0.638 -6.738 7.146
C 0.866 -0.981 -4.916
C -6.670 4.689 3.706
H -3.767 -0.101 -6.627
C 7.622 -6.948 4.761
C -4.614 2.607 -0.061
Cl -1.725 9.248 -1.712
C 3.796 4.432 -5.569
H -0.120 -5.457 1.667
C -3.271 1.840 -4.072
H 4.707 -1.312 -0.881
H -3.163 1.344 -3.027
C 1.020 5.730 -3.100
O 2.684 7.641 -7.089
H -6.647 3.094 -0.555
Cl -0.053 -8.601 5.260
H -3.146 -5.894 8.020
C -7.198 3.283 3.509
H -0.947 -8.168 7.385
O 0.310 7.475 -7.038
H 8.564 -6.504 4.436
H 4.017 -1.650 6.175
C -0.247 -1.234 -3.920
H -2.486 -6.951 5.801
Cl 2.359 -6.665 6.692
H 3.101 5.798 -2.262
H 6.341 -5.296 4.187
Cl -3.643 -9.155 4.537
H -3.667 10.018 -3.725
C 5.922 2.939 -4.128
H 6.084 1.332 -2.490
H -2.786 1.481 -7.044
H -4.082 -11.477 7.382
H 1.790 -0.687 -4.417
Cl -0.059 -4.198 3.661
H 6.680 3.683 -4.559
O 3.742 5.881 -8.026
H 1.728 -7.108 2.237
H 3.149 3.651 -6.108
Cl 0.444 0.292 -6.090
C 4.403 6.656 -8.984
H -3.013 11.558 -4.297
H 5.301 -2.768 6.652
H 3.563 -2.870 8.361
C 6.475 -6.356 3.968
H 1.996 -6.249 3.760
H -6.759 4.974 4.756
O 1.657 5.703 -6.164
H 3.463 -1.967 3.373
H 6.669 -6.462 2.899
C -0.064 6.861 -3.430
H 2.710 -0.161 0.206
C 1.641 -6.139 2.733
H -1.198 -1.424 -4.421
H -2.267 7.221 -3.481
Cl -1.597 -4.458 7.002
H 1.063 -1.888 -5.490
C -5.653 3.192 -0.996
C -2.001 10.786 -2.568
C -3.338 -6.279 5.916
H -3.800 -8.313 1.326
Cl 4.134 -3.545 4.773
C -1.849 5.585 -4.988
C 4.258 -2.702 6.338
Cl 3.814 1.439 -1.115
H -4.396 2.071 -4.178
Cl -0.476 0.136 -2.806
C 3.364 -3.325 7.389
H 5.789 2.102 -4.910
H -4.883 1.581 0.199
H 2.871 7.907 -4.582
C -1.558 6.321 -3.586
C 6.537 2.354 -2.758
H -3.950 -4.592 7.135
Cl 2.746 -5.025 1.883
H -2.586 11.420 -1.898
C -4.533 -6.700 0.113
Cl -5.390 4.929 -1.293
C 0.066 -8.130 6.975
C 2.920 -0.083 -0.869
Cl -4.946 4.826 3.278
H -4.558 -7.224 -0.844
H -2.319 6.356 -5.702
S 4.230 3.723 -3.912
Cl 2.158 -1.740 1.418
C -3.217 -10.398 5.740
Cl -4.543 -9.223 7.830
H 1.013 4.848 -3.822
C -2.748 10.588 -3.871